1.
16
Properties=species:S:1:pos:R:3:forces:R:3:nbo_charge:R:1 method="wB97M-V/def2-TZVPD" e_above_lowest_kcal_mol=44.9 largest_force_ev_per_a=3.357 orbital_gap_ev=8.4 smiles="C=N/C(N)=C(/N)C(=O)O" total_energy_ev=-12825.5846 molar_mass_g_mol=129.12
O -1.424931 -1.278413 1.311803 -0.5 0.5 0.0 -0.678
O -0.880482 0.624598 2.428300 -0.4 -1.4 -1.5 -0.587
N 1.437904 -0.072937 -1.561439 -0.2 0.0 -0.9 -0.809
N 1.746069 0.244497 1.292334 0.3 0.5 0.5 -0.825
N -0.952362 -0.440758 -1.113569 -0.1 1.8 -2.8 -0.468
C -0.715588 -0.132221 1.477262 1.5 0.1 1.9 0.746
C 0.542254 -0.051002 0.642742 -1.9 0.7 -1.0 -0.101
C -1.752955 0.540982 -1.356102 0.3 -1.0 0.4 0.017
C 0.369226 -0.095113 -0.701191 -0.1 -1.1 3.2 0.294
H -2.701764 0.345869 -1.879033 0.3 -0.1 0.6 0.183
H -1.212471 -1.683652 0.442303 0.0 0.4 0.6 0.506
H 1.599071 0.127038 2.299387 0.3 0.0 -0.4 0.387
H 1.959111 1.235241 1.172601 0.2 -0.2 0.0 0.371
H 2.302560 -0.289695 -1.062517 -0.3 0.0 -0.3 0.403
H -1.591465 1.577891 -1.013554 0.4 -0.3 -0.4 0.173
H 1.275823 -0.652324 -2.379328 0.3 0.2 0.1 0.386

***

2.
17
Properties=species:S:1:pos:R:3:forces:R:3:nbo_charge:R:1 method="wB97M-V/def2-TZVPD" e_above_lowest_kcal_mol=179.8 largest_force_ev_per_a=8.169 orbital_gap_ev=5.3 total_energy_ev=-14867.1127 molar_mass_g_mol=145.12
O -3.583030 -0.300856 -0.845688 6.7 1.5 3.0 -0.671
O -2.615802 -0.687361 1.346345 2.2 3.2 -7.2 -0.758
O -0.419835 1.106914 0.640891 2.0 -0.3 -2.6 -0.490
N 1.209429 -1.814745 0.444814 0.8 0.1 -0.4 -0.904
N -0.268379 -0.558586 -1.240050 3.9 -0.5 4.2 -0.589
N 1.857617 0.569699 -0.289961 -4.0 -3.6 1.7 -0.592
C 0.963676 -0.687610 -0.319928 -1.3 1.9 -2.1 0.785
C 0.927233 1.621795 0.350536 0.3 1.9 1.7 0.058
C -1.081589 0.557187 -0.552059 -2.1 1.1 -0.1 0.141
C -2.504465 -0.153358 -0.034167 -6.2 -3.5 3.3 0.657
H 0.949121 2.647041 -0.227809 -0.3 -2.3 0.7 0.208
H 2.691392 0.415236 0.322996 -1.1 -0.2 -0.6 0.401
H -0.801291 -1.457254 -1.221051 0.5 1.0 0.3 0.424
H -1.310997 1.396914 -1.336320 0.5 -1.6 1.6 0.216
H 1.427855 1.847016 1.410661 -1.4 -0.4 -2.2 0.204
H 1.100073 -1.741253 1.488063 0.5 0.2 -1.6 0.462
H 1.458992 -2.760778 0.062728 -1.0 1.5 0.4 0.449

***

3.
15
Properties=species:S:1:pos:R:3:forces:R:3:nbo_charge:R:1 method="wB97M-V/def2-TZVPD" e_above_lowest_kcal_mol=75.8 largest_force_ev_per_a=1.493 orbital_gap_ev=7.6 total_energy_ev=-19564.4917 molar_mass_g_mol=129.19
S 4.074130 -1.515341 0.660703 -0.1 0.1 0.0 0.086
N -0.014253 -0.310992 -0.800633 0.1 -0.1 -0.2 -0.427
N -2.226262 0.692114 -0.710656 0.4 -0.1 -0.2 -0.431
N 0.436463 -0.021699 0.415420 0.7 -0.2 0.3 -0.150
C -2.150193 1.200762 0.644056 -1.0 -0.4 0.5 -0.447
C -1.288159 0.059238 -1.266212 0.0 0.4 0.9 0.262
C 2.624281 -1.121852 0.056320 0.3 0.1 0.8 -0.351
C 1.624735 -0.383530 0.814044 -1.1 0.1 -1.0 -0.078
H 2.408723 -1.448589 -0.944968 -0.2 0.0 -0.4 0.186
H -3.102561 1.708543 0.863681 0.3 -0.3 -0.1 0.195
H -1.368578 1.918459 0.806309 0.6 0.3 -0.1 0.203
H -1.431438 -0.278448 -2.270587 0.0 -0.3 -0.6 0.171
H -2.009682 0.390161 1.379000 0.0 0.3 -0.2 0.203
H 0.572767 -0.815461 -1.457800 -0.1 0.1 0.1 0.367
H 1.850027 -0.073365 1.811322 0.3 0.0 0.4 0.211

***

4.
15
Properties=species:S:1:pos:R:3:forces:R:3:nbo_charge:R:1 method="wB97M-V/def2-TZVPD" e_above_lowest_kcal_mol=67.4 largest_force_ev_per_a=4.966 orbital_gap_ev=7.6 smiles="Cc1cs/c(=N/N)[nH]1" total_energy_ev=-19564.8550 molar_mass_g_mol=129.19
S -2.285604 -0.212887 0.183448 -1.4 -0.3 0.5 0.405
N 0.253436 -0.075119 -0.297711 0.5 0.4 0.2 -0.618
N -1.080025 -1.051999 -2.000712 -2.5 -0.2 0.8 -0.375
N 0.026183 -1.386545 -2.722000 2.4 0.7 -2.6 -0.725
C 0.063353 0.490543 0.972663 0.0 0.0 0.9 0.172
C -0.979477 -0.493163 -0.837819 3.4 -1.1 -3.5 0.179
C 1.038354 1.280305 1.847254 0.2 -0.2 -1.0 -0.648
C -1.195316 0.325715 1.399166 0.0 0.4 1.0 -0.488
H 0.516103 2.198509 2.236245 0.7 -1.2 0.0 0.241
H 1.890742 1.607149 1.260885 0.0 0.4 -0.4 0.221
H 1.560971 0.646052 2.567446 -0.6 0.2 0.5 0.231
H 0.631997 -2.132349 -2.394109 -0.5 0.0 0.3 0.351
H -0.051239 -1.454810 -3.796783 -0.6 0.1 2.8 0.376
H 1.146099 -0.141017 -0.847665 -1.7 0.3 0.8 0.436
H -1.535578 0.399615 2.429689 0.1 0.6 -0.4 0.240

***

5.
15
Properties=species:S:1:pos:R:3:forces:R:3:nbo_charge:R:1 method="wB97M-V/def2-TZVPD" e_above_lowest_kcal_mol=66.4 largest_force_ev_per_a=3.911 orbital_gap_ev=9.1 smiles="C1=NCCS1.N=C=N" total_energy_ev=-19564.8974 molar_mass_g_mol=129.19
S 0.963788 1.473084 -0.771451 -0.5 0.7 -0.6 0.229
N 0.575746 -0.224782 1.137570 0.6 -1.4 0.1 -0.414
N -2.143925 -0.323412 0.938521 -1.6 -0.5 0.9 -0.745
N -3.081430 0.185847 -1.235744 0.1 2.0 -2.0 -0.742
C 1.920387 -0.016924 -0.896743 3.7 0.3 1.3 -0.585
C -2.650756 0.021172 -0.117292 0.2 -0.9 2.4 0.652
C 0.188148 0.862379 0.656309 0.6 1.2 1.5 -0.072
C 1.641548 -0.924148 0.336086 -3.2 -0.4 -0.6 -0.254
H -2.563643 -0.548647 1.889762 0.6 0.8 -2.2 0.433
H -0.417170 1.587661 1.262282 0.3 -0.9 -0.9 0.218
H 1.321758 -2.003715 0.068225 0.1 1.8 0.1 0.206
H 3.033207 0.344489 -0.762393 -1.9 -0.9 -0.8 0.227
H 2.398704 -1.093412 1.048254 1.5 0.3 0.4 0.210
H 1.769898 -0.468540 -1.851319 0.0 -0.5 -0.5 0.231
H -2.956257 1.128942 -1.702063 -0.3 -1.6 0.9 0.406

***

6.
15
Properties=species:S:1:pos:R:3:forces:R:3:nbo_charge:R:1 method="wB97M-V/def2-TZVPD" e_above_lowest_kcal_mol=12.0 charge=+1 largest_force_ev_per_a=3.453 orbital_gap_ev=10.6 smiles="NC(=[NH2+])C1N=CC=N1" total_energy_ev=-10214.7003 molar_mass_g_mol=111.13
N 1.245966 -1.177775 0.371098 -2.3 -1.1 0.0 -0.395
N -1.420107 -1.135734 -0.183847 -1.6 0.0 -0.9 -0.691
N 1.255847 1.157799 0.260472 -0.5 0.7 0.4 -0.361
N -1.559810 1.177592 -0.017482 1.7 0.3 1.4 -0.718
C -0.956969 0.003196 0.166149 0.9 3.3 0.5 0.571
C 2.277445 0.648799 -0.302054 0.8 1.4 -1.1 0.058
C 0.464073 0.031259 0.780578 1.7 -0.7 -1.9 -0.047
C 2.236253 -0.783743 -0.306122 0.7 -1.6 0.8 0.054
H -1.242852 2.067249 0.375052 0.8 -0.9 0.0 0.448
H -2.400246 1.370409 -0.461976 -2.0 -0.7 -1.1 0.421
H -2.334436 -1.227558 -0.674874 1.3 -0.3 0.6 0.445
H 0.458152 -0.028135 1.853080 -0.3 0.5 0.7 0.277
H 2.997370 -1.488200 -0.685607 -0.5 0.5 0.1 0.243
H -0.670029 -1.787039 -0.138384 0.1 -1.8 -0.2 0.459
H 3.114546 1.153461 -0.818759 -0.8 0.4 0.6 0.236

***

7.
18
Properties=species:S:1:pos:R:3:forces:R:3:nbo_charge:R:1 method="wB97M-V/def2-TZVPD" e_above_lowest_kcal_mol=101.0 charge=+1 largest_force_ev_per_a=5.741 orbital_gap_ev=8.9 total_energy_ev=-25140.0234 molar_mass_g_mol=175.19
S -0.273301 1.273309 -2.033412 -1.9 0.3 -0.9 0.656
O 3.450235 -0.591972 -0.574333 0.7 -0.9 -0.6 -0.386
O 0.645422 -1.760527 -0.000971 0.8 1.2 0.0 -0.610
N 1.720185 0.924472 -0.273188 -5.0 2.8 0.5 -0.482
N 1.310120 -3.733343 1.022741 0.3 1.2 -0.5 -0.683
N -0.790487 0.642593 0.459597 0.7 0.5 -3.7 0.032
N -0.021990 0.795344 -0.458632 2.2 -0.4 1.5 0.020
C -0.424244 0.719244 1.786700 -2.2 -0.8 1.9 -0.469
C 1.169970 -2.630114 0.591232 -1.6 -2.6 0.0 0.851
C -2.125291 1.493404 -1.997908 0.3 5.0 0.6 -0.771
C 2.503359 0.047693 -0.534344 0.8 -1.4 0.3 0.839
H -1.180879 0.142221 2.371334 0.8 0.6 -0.3 0.261
H 0.550672 0.438970 1.964239 2.2 -0.8 0.4 0.240
H -2.557056 2.208601 -1.156744 1.6 -1.3 -1.4 0.264
H -0.523334 1.763764 1.995102 -0.2 0.9 0.6 0.268
H 1.721892 -4.356803 1.664260 0.6 -0.2 0.5 0.452
H -2.530311 1.978261 -2.933541 1.2 -0.5 0.6 0.286
H -2.644960 0.644880 -1.892135 -1.4 -3.6 0.4 0.233

***

8.
17
Properties=species:S:1:pos:R:3:forces:R:3:nbo_charge:R:1 method="wB97M-V/def2-TZVPD" e_above_lowest_kcal_mol=78.9 largest_force_ev_per_a=10.936 orbital_gap_ev=8.7 total_energy_ev=-22544.0535 molar_mass_g_mol=157.20
S 1.833632 1.544851 -0.049206 -0.5 -1.1 0.3 -0.146
N -0.303569 -0.130187 0.183419 1.0 0.5 2.3 -0.289
N -2.202691 -0.200170 1.118079 -10.2 0.4 -1.2 -0.496
N -1.113985 0.062071 -0.851523 -2.8 -0.4 0.7 -0.299
N 1.703439 -1.118105 -0.086345 0.3 -3.8 -1.1 -0.570
N -3.552250 -0.002834 -0.909612 -1.5 1.7 10.3 -0.816
C 1.089315 0.049447 0.031731 0.5 0.8 -0.4 0.270
C -1.053233 -0.185242 1.368694 10.9 -0.1 1.2 0.237
C -2.291654 -0.021102 -0.201871 -2.0 -0.1 -3.9 0.451
C 3.216334 -1.214380 -0.256839 -2.7 -3.5 -4.1 -0.402
H 1.109558 -2.131570 -0.323961 2.1 4.4 1.1 0.430
H -3.433138 -0.291370 -1.759661 -0.1 -2.4 -6.0 0.371
H -0.590824 -0.160610 2.345311 0.3 -0.3 -0.1 0.204
H 3.700436 -0.706550 0.494212 1.1 0.7 1.9 0.219
H -4.461343 -0.289054 -0.207313 3.8 0.8 -3.3 0.412
H 3.563538 -0.750897 -1.286909 -0.9 -1.0 2.0 0.224
H 3.292470 -2.435328 -0.302793 0.7 3.3 0.3 0.201

***

9.
13
Properties=species:S:1:pos:R:3:forces:R:3:nbo_charge:R:1 method="wB97M-V/def2-TZVPD" multiplicity=2 e_above_lowest_kcal_mol=0.0 charge=-1 largest_force_ev_per_a=1.137 orbital_gap_ev="3.1 / 8.8" total_energy_ev=-7797.9715 molar_mass_g_mol=85.11
O -0.023026 2.705753 1.080051 -0.2 0.0 0.0 -1.483
N -0.309429 0.049115 0.098452 -0.4 -0.1 -0.1 -0.509
C 0.312368 -0.028725 -1.109219 -0.1 0.6 0.0 -0.089
C -0.434161 -1.190919 0.622083 0.0 -0.2 0.4 -0.099
C 0.594769 -1.339453 -1.357287 0.3 -1.1 0.2 -0.339
C 0.136474 -2.093931 -0.235676 -0.5 0.2 -0.2 -0.342
H -0.276439 2.821445 2.023261 0.0 0.0 0.0 0.293
H -0.892084 -1.353349 1.582139 -0.1 0.1 0.0 0.194
H 0.080615 -3.163743 -0.116792 0.3 0.0 0.0 0.199
H -0.712416 0.893230 0.494740 0.5 0.3 0.0 0.445
H -0.125152 3.619588 0.737124 0.0 0.0 -0.1 0.318
H 1.151665 -1.798582 -2.156748 -0.1 0.3 -0.3 0.201
H 0.496816 0.879570 -1.662126 0.1 -0.1 0.0 0.209

***

10.
13
Properties=species:S:1:pos:R:3:forces:R:3:nbo_charge:R:1 method="wB97M-V/def2-TZVPD" e_above_lowest_kcal_mol=46.0 largest_force_ev_per_a=1.147 orbital_gap_ev=11.1 smiles=COCCC#N total_energy_ev=-7797.6507 molar_mass_g_mol=85.11
O -0.736842 -0.204702 1.169601 -0.3 0.4 -0.1 -0.540
N 2.567191 1.204485 -1.503068 -0.9 0.7 0.2 -0.325
C 1.552389 1.554405 -1.070821 0.9 -0.3 -0.4 0.279
C 0.274656 1.648011 -0.349264 0.0 -0.2 0.1 -0.522
C -1.119762 -1.549438 0.914247 -0.1 -0.2 -0.1 -0.247
C 0.336652 0.260881 0.397324 0.3 -0.1 -0.2 -0.039
H -0.339025 -2.116945 0.391992 0.0 0.2 0.1 0.173
H 0.551192 -0.460020 -0.395307 0.1 0.0 0.1 0.178
H 0.287792 2.534405 0.298819 0.0 -0.4 0.0 0.249
H -0.543425 1.783639 -1.069033 0.1 -0.3 0.3 0.248
H -2.030363 -1.569710 0.307558 0.0 0.0 0.0 0.176
H -1.314880 -2.074043 1.856860 0.0 0.3 -0.1 0.191
H 1.227247 0.336343 1.032316 0.0 -0.1 0.0 0.181